*1*
This record from the OMol25 dataset describes the molecule C2H6N2OS. The level of theory is ωB97M-V with the def2-TZVPD basis set.

Last column: natural (NBO) charge in e.
Geometry (Å):
C  1.6483  1.1577  0.0032  -0.263
O  0.3097  0.5401  -0.1692  -0.525
C  0.1173  -0.7740  -0.0991  0.404
S  1.4386  -1.8124  0.0122  -0.264
N  -1.2189  -1.1026  -0.2387  -0.442
N  -2.2851  -0.3091  0.0912  -0.639
H  2.0302  0.8207  1.0146  0.212
H  2.3179  0.7861  -0.8263  0.212
H  1.6172  2.2456  -0.0906  0.203
H  -1.4343  -2.0275  -0.2646  0.388
H  -2.2586  -0.0280  1.0882  0.350
H  -2.2823  0.5034  -0.5210  0.363

**HOMO**: -8.5 eV
**SMILES string**: COC(=S)NN
**Orbital gap**: 0.339 Eh
**LUMO level**: 0.027 Eh



*2*
This record from the OMol25 dataset describes a cluster of 2 separate species, C2H6N2OS in total. The level of theory is ωB97M-V with the def2-TZVPD basis set.

Last column: natural (NBO) charge in e.
Geometry (Å):
C  0.2053  0.4930  -1.3476  -0.349
C  0.9419  -1.1207  0.8344  0.208
N  -0.3071  1.2233  -0.3849  -0.196
N  -1.0552  0.7378  0.5235  -0.503
O  0.7041  -0.1030  1.4712  -0.539
S  -0.2977  -2.3335  0.5492  -0.038
H  0.8539  0.8359  -2.0395  0.187
H  -0.2974  -0.4900  -1.6057  0.203
H  1.8051  -1.3839  0.2100  0.147
H  -0.1034  2.2055  -0.5120  0.384
H  -1.2992  1.4501  1.2101  0.331
H  -1.1502  -1.5146  1.0912  0.165

**HOMO (alpha / beta)**: -7.7 / -7.7 eV
**Orbital gap (alpha / beta)**: 0.316 / 0.316 Eh
**LUMO level (alpha / beta)**: 0.034 / 0.034 Eh



*3*
This record from the OMol25 dataset describes the molecule C2H6N2OS. The level of theory is ωB97M-V with the def2-TZVPD basis set.

Last column: natural (NBO) charge in e.
Geometry (Å):
N  -1.7639  1.2466  0.0256  -0.829
C  -0.3867  0.8081  0.1848  -0.303
C  -0.1428  -0.6140  -0.3613  0.050
S  -1.0842  -1.8280  -0.8134  -0.072
N  1.1548  -0.9983  -0.4336  -0.323
O  2.1572  -0.4090  0.4900  -0.597
H  -2.2852  0.9973  1.1285  0.353
H  -2.1930  0.5962  -0.7657  0.383
H  0.2097  1.6647  -0.3928  0.227
H  -0.0859  0.7637  1.2680  0.236
H  1.2804  -2.0388  -0.2292  0.394
H  3.1394  -0.1883  -0.1009  0.479

**HOMO**: -9.0 eV
**SMILES string**: NCC(=S)NO
**Orbital gap**: 0.337 Eh
**LUMO level**: 0.007 Eh



*4*
This record from the OMol25 dataset describes a structure of composition C2H6N2OS. The level of theory is ωB97M-V with the def2-TZVPD basis set.

Last column: natural (NBO) charge in e.
Geometry (Å):
C  2.4260  -0.6040  0.6396  -0.829
C  -0.8975  0.2455  -0.8832  0.194
H  2.4077  -0.6211  -0.7235  0.296
H  3.2926  0.0182  1.1505  0.244
H  2.1443  -1.6572  1.3782  0.238
H  -1.6107  0.3661  -1.8362  0.205
H  -1.5233  0.8448  0.9924  0.384
H  -2.8904  -0.2194  -0.4476  0.450
N  0.1937  -0.2699  -0.6766  -0.603
N  -1.5022  1.0229  -0.0693  -0.328
O  -2.8570  0.7448  -0.4039  -0.563
S  0.8167  0.1295  0.8797  0.312

**HOMO**: -8.3 eV
**Orbital gap**: 0.329 Eh
**LUMO level**: 0.024 Eh



The winner here is *1*, beating the second structure by 59.6 kcal/mol.



*1*
This record from the OMol25 dataset describes the molecule C3H5NS. The level of theory is ωB97M-V with the def2-TZVPD basis set.

Last column: natural (NBO) charge in e.
Geometry (Å):
C  -1.0842  -1.7013  0.3415  -0.419
C  -0.5349  -0.6688  -0.2393  0.018
C  -0.1941  0.4243  -0.8694  -0.103
N  0.9173  1.2832  -0.5408  -0.706
S  1.4577  1.6835  1.1303  0.097
H  -1.8954  -1.6477  0.9344  0.200
H  -0.6872  -2.6263  0.3152  0.198
H  -0.6282  0.7612  -1.7033  0.209
H  0.8713  2.1703  -0.8936  0.367
H  1.7778  0.3217  1.5252  0.140

**HOMO**: -8.2 eV
**SMILES string**: C=C=CNS
**Orbital gap**: 0.326 Eh
**LUMO level**: 0.024 Eh



*2*
This record from the OMol25 dataset describes a structure of composition C3H5NS. The level of theory is ωB97M-V with the def2-TZVPD basis set.

Last column: natural (NBO) charge in e.
Geometry (Å):
C  0.3187  0.9139  -0.3053  -0.006
C  1.8625  1.0384  0.1015  -0.531
C  -1.3052  -0.8890  0.1494  -0.397
N  0.0127  -0.2927  0.2455  -0.511
S  1.6562  -0.7506  0.7168  0.397
H  -0.3607  1.4481  -0.9226  0.202
H  2.6702  1.5598  -0.3620  0.223
H  -1.6000  -0.9851  -0.8648  0.198
H  -1.3360  -1.8378  0.5646  0.217
H  -1.9183  -0.2049  0.6768  0.207

**HOMO**: -7.6 eV
**Orbital gap**: 0.304 Eh
**LUMO level**: 0.026 Eh



The winner here is *1*, beating the second structure by 8.1 kcal/mol.